Record 1
This record from OMol25 describes a 9-piece molecular cluster, C16H50O9 overall. The level of theory is ωB97M-V/def2-TZVPD.

Computed properties:
**E_HOMO**: -0.3402 hartree
**F_max**: 0.06439 hartree/bohr
**Electronic energy**: -1316.6289 Eh
**Energy relative to the best compared isomer or geometry (same formula, charge and spin)**: 240.0 kJ/mol
**SMILES**: CCO.CCO.CCO.CCO.CCO.CCO.CCO.CO.CO

Geometry as XYZ:
```
75
Properties=species:S:1:pos:R:3:forces:R:3
C -1.88871 -4.50915 0.77086 -0.63 0.18 0.09
C -0.48540 -4.10342 0.48591 0.78 0.65 -0.37
O 0.11272 -3.45023 1.60001 -0.31 -1.21 0.07
H -2.35625 -5.06902 -0.03911 0.19 -0.18 -0.13
H -2.50102 -3.61862 0.91274 -0.10 -0.10 0.36
H -1.86279 -5.13358 1.66389 -0.34 0.08 0.09
H -0.40015 -3.37416 -0.31971 -0.39 -0.16 -0.56
H 0.06806 -4.98578 0.16463 0.44 -0.11 0.23
H 0.28524 -2.55368 1.30329 0.37 0.56 0.32
C -0.18000 2.86505 2.79722 -0.57 -1.26 -1.17
C 0.72678 3.85503 3.37434 -0.05 1.19 0.32
O 2.09440 3.52786 3.27017 0.49 -0.10 0.15
H -0.01315 2.62905 1.74624 0.14 0.38 -0.22
H -1.18491 3.27616 2.89332 -0.20 -0.45 0.12
H -0.06019 1.89210 3.27381 -0.38 0.04 0.38
H 0.39112 3.94652 4.40733 0.51 0.35 0.37
H 0.62506 4.82456 2.88671 -0.49 0.14 0.08
H 2.49287 4.32057 2.90351 0.50 -0.34 0.06
C 3.04707 1.89982 -1.76316 0.25 0.46 -0.64
C 2.23688 2.58806 -2.88238 0.14 -2.77 1.81
O 2.28031 3.93039 -2.70541 0.41 2.54 -0.31
H 4.09673 2.09593 -1.98193 0.16 -0.15 0.15
H 2.87322 0.82398 -1.78421 0.08 0.12 0.04
H 2.85410 2.30390 -0.76939 -0.31 -0.05 -0.04
H 1.19840 2.28978 -2.73853 -0.24 -0.61 -0.65
H 2.70312 2.23250 -3.80124 -0.45 0.09 -0.47
H 1.83180 4.30041 -3.46930 0.02 0.50 0.09
C 1.11225 -0.51082 -4.10012 0.25 0.32 0.80
C 0.67320 -1.96978 -4.01200 -0.16 1.70 -0.75
O 1.42720 -2.63319 -3.03249 -0.14 -0.22 -0.07
H 0.95247 -0.03001 -3.13503 -0.05 -0.08 0.16
H 0.53772 0.10068 -4.79587 -0.06 -0.34 -0.30
H 2.17383 -0.37730 -4.30826 0.04 -0.27 -0.24
H 0.76429 -2.38857 -5.01420 0.10 -0.52 -0.02
H -0.38662 -1.92438 -3.76137 -0.25 -0.37 0.15
H 0.93603 -3.43753 -2.84972 0.25 -0.24 0.30
C 3.86532 -1.10627 2.25002 -0.71 -1.81 -0.50
C 3.73873 0.16440 2.99605 0.90 -0.58 0.76
O 2.55881 0.80364 2.57487 0.15 0.02 -0.10
H 4.64828 -1.81706 2.51429 0.71 0.74 0.09
H 3.85162 -0.95731 1.17033 0.13 0.01 -0.03
H 3.02023 -1.74585 2.50466 -0.53 0.15 -0.28
H 4.65773 0.73549 2.86415 -0.15 0.64 -0.16
H 3.67845 -0.08226 4.05606 -0.04 0.14 0.28
H 2.46068 1.57889 3.13251 -0.30 0.59 -0.19
C -1.87977 2.49961 -0.89022 -0.68 -0.63 -0.40
C -2.32517 2.17227 -2.33415 0.95 1.29 0.37
O -1.73176 0.96354 -2.73106 -0.12 -1.38 0.07
H -2.29639 1.75430 -0.21270 -0.39 0.03 0.08
H -2.23502 3.48552 -0.59043 0.11 -0.04 0.00
H -0.81067 2.39173 -0.70723 0.13 0.38 -0.59
H -1.93312 2.88778 -3.05696 -0.07 0.73 0.26
H -3.40433 2.16143 -2.48712 -0.19 -0.11 0.48
H -2.08153 0.78745 -3.60756 0.20 -0.32 -0.18
C -2.88086 -0.22598 3.48697 0.29 -0.74 -0.27
C -2.80131 -1.38548 2.45993 -0.31 1.08 -0.22
O -3.91017 -1.19580 1.56779 -0.18 -0.34 0.52
H -3.79342 -0.31108 4.07697 0.04 -0.07 0.06
H -2.90835 0.74850 2.99940 0.00 -0.13 -0.30
H -2.01376 -0.21569 4.14738 -0.01 -0.17 0.15
H -2.82849 -2.38235 2.89995 -0.29 0.06 0.41
H -1.86510 -1.38130 1.90171 0.13 0.35 -0.04
H -3.61948 -1.31389 0.66051 0.39 0.18 -0.08
C -3.57375 -2.00933 -1.69461 1.25 0.25 0.01
O -2.64388 -1.19242 -0.92433 -0.93 -1.18 -0.08
H -4.39535 -1.39642 -2.06531 -0.13 -0.23 0.02
H -3.01822 -2.47537 -2.50842 -0.10 0.19 -0.42
H -3.91104 -2.87096 -1.11847 -0.17 0.47 0.46
H -2.37155 -0.46486 -1.48834 0.21 0.38 -0.29
C 0.85333 -0.33389 -0.21368 -0.19 -0.31 1.01
O 0.81510 -0.92828 1.10772 -0.65 0.53 -1.12
H 1.83370 -0.53915 -0.64363 -0.31 -0.09 -0.39
H 0.00313 -0.73362 -0.76638 0.37 -0.44 -0.17
H 0.66551 0.73980 -0.20949 0.28 0.20 0.36
H 1.40634 -0.44314 1.68795 0.25 0.38 0.24
```
Positions in Å, forces in eV/Å.

Mulliken atomic charge list, values in e, 5 entries: number 1, C, carries -0.995; number 2, C, carries 0.385; number 3, O, carries -0.536; number 4, H, carries 0.365; number 5, H, carries 0.022


Record 2
This record from OMol25 describes C13H23Br13N as an isolated structure. The level of theory is ωB97M-V/def2-TZVPD.

Computed properties:
**Charge**: -1
**E_HOMO**: -0.1263 hartree
**F_max**: 0.10533 hartree/bohr
**Electronic energy**: -34026.0104 Eh

Geometry as XYZ:
```
50
Properties=species:S:1:pos:R:3:forces:R:3
C -2.50768 0.14245 2.60255 -0.80 -0.93 -0.50
C -2.30437 -0.67615 1.31674 0.59 2.14 -0.09
Br -2.46663 -2.65322 1.47039 -0.82 2.08 1.33
C -2.03365 -0.05051 0.12649 -0.31 -3.56 -1.47
Br -1.83973 1.93456 0.02611 0.03 0.27 0.32
N -1.88852 -0.74918 -1.10711 -1.81 4.44 2.51
Br -3.66320 -0.62895 -1.85807 -0.11 -0.02 -0.37
H -3.45596 -0.22823 3.05287 0.74 0.16 0.18
H -2.68987 1.21055 2.37025 0.26 -1.20 -0.22
H -1.65601 0.07444 3.30020 -0.50 -0.12 -0.18
Br -4.88971 4.42068 -3.06893 0.03 0.06 -0.08
C -4.57573 3.46246 -4.73527 -0.19 -0.03 0.13
C -3.54322 2.37925 -4.56472 0.17 -0.01 -0.06
Br -1.74339 3.11987 -4.50057 -0.06 -0.02 0.05
H -4.29674 4.20518 -5.47813 0.05 -0.06 0.04
H -5.54014 3.03155 -5.00097 0.06 -0.05 0.02
H -3.54387 1.71111 -5.42455 -0.06 0.03 0.02
H -3.68381 1.79654 -3.65532 0.04 0.04 -0.03
Br 1.21831 -0.03453 2.83180 0.12 0.07 -0.03
C 1.54227 -1.11786 1.24292 -0.19 -0.04 0.14
C 2.55586 -2.19479 1.51275 0.05 -0.06 -0.26
Br 4.36918 -1.47626 1.55564 0.11 -0.03 0.11
H 1.84004 -0.43543 0.45119 0.01 -0.06 0.03
H 0.58164 -1.56263 0.99215 0.03 0.02 0.03
H 2.55884 -2.92531 0.70451 -0.06 0.09 -0.03
H 2.39656 -2.70537 2.45851 -0.02 0.10 -0.01
Br 4.36881 0.36285 -2.23102 0.03 -0.05 0.07
C 6.07450 0.88949 -1.46281 -0.29 0.13 -0.12
C 7.22628 0.48481 -2.34502 0.23 -0.10 0.17
Br 7.60096 -1.42091 -2.19934 -0.03 0.03 -0.08
H 6.12178 0.45066 -0.46904 0.05 -0.03 -0.07
H 6.02399 1.97395 -1.37500 0.07 -0.03 -0.02
H 8.14350 0.97940 -2.02809 -0.06 0.01 0.02
H 7.05085 0.69298 -3.39684 -0.08 0.00 0.07
Br -2.67871 0.59239 6.44881 0.06 0.00 -0.04
C -1.32341 1.97678 6.25429 -0.11 -0.07 0.26
C -1.90967 3.24621 5.69377 0.11 0.19 -0.35
Br -2.22070 3.09954 3.77804 0.08 0.55 0.44
H -0.53294 1.56172 5.63371 -0.08 0.06 -0.05
H -0.94148 2.14315 7.26070 -0.01 0.04 -0.04
H -1.20886 4.07266 5.80572 0.02 -0.07 0.08
H -2.85821 3.51588 6.15050 0.06 -0.09 0.06
Br -0.96785 -2.82136 -0.91969 2.02 -3.63 -2.17
C -0.55082 -3.90288 -2.50455 0.44 -0.07 0.61
C 0.47833 -4.97105 -2.21841 -0.03 -0.14 -0.55
Br 2.27567 -4.21901 -2.11167 0.01 -0.02 0.10
H -0.23638 -3.20980 -3.28227 0.05 -0.12 -0.02
H -1.49989 -4.35715 -2.78761 0.04 -0.03 0.05
H 0.52496 -5.69792 -3.03249 0.08 0.02 0.03
H 0.29883 -5.49263 -1.28312 -0.03 0.12 0.00
```
Positions in Å, forces in eV/Å.

natural (NBO) atomic charge list, values in e, 5 entries: number 1, C, carries -0.673; number 2, C, carries -0.130; number 3, Br, carries 0.021; number 4, C, carries 0.066; number 5, Br, carries -0.127


Record 3
This record from OMol25 describes C32H42Cl2NOP3V as an isolated structure. The level of theory is ωB97M-V/def2-TZVPD.

Computed properties:
**Charge**: +2
**E_HOMO (alpha / beta)**: -0.4703 / -0.4703 hartree
**F_max**: 0.08376 hartree/bohr
**Electronic energy**: -4262.4091 Eh
**Spin multiplicity**: 2

Geometry as XYZ:
```
82
Properties=species:S:1:pos:R:3:forces:R:3
P 1.44435 1.41145 -3.20881 0.27 -0.27 0.24
C 3.13590 1.36550 -2.74580 0.83 -0.28 0.34
C 4.02703 0.71525 -3.64403 -0.32 0.58 0.29
H 3.61766 0.01810 -4.37474 0.22 0.27 -0.05
C 5.37535 1.04175 -3.60681 0.05 -0.05 0.21
H 6.05470 0.61801 -4.34607 -0.16 0.10 0.25
C 5.85238 1.93195 -2.63313 -0.17 -0.09 -0.07
H 6.89984 2.24092 -2.65561 -0.34 -0.17 0.08
C 5.00453 2.42273 -1.63090 -0.02 -0.10 0.07
H 5.41370 3.04564 -0.82926 -0.20 -0.26 -0.32
C 3.64154 2.13572 -1.66977 -0.09 0.11 -0.52
H 2.95220 2.50789 -0.90329 0.34 0.08 -0.39
C 0.55942 -0.10608 -3.17657 -0.32 -0.56 -0.21
C 1.18742 -1.29590 -2.72916 0.19 0.44 -0.22
H 2.10908 -1.23121 -2.14140 -0.35 -0.03 -0.19
C 0.68253 -2.52667 -3.12016 -0.12 -0.20 -0.02
H 1.18311 -3.44704 -2.80365 -0.19 0.36 -0.13
C -0.43668 -2.59261 -3.95932 0.02 0.23 0.08
H -0.77832 -3.55705 -4.33112 0.04 0.20 0.13
C -1.10556 -1.42222 -4.34750 -0.13 -0.18 0.11
H -1.98113 -1.47962 -4.99635 0.26 -0.01 0.21
C -0.63473 -0.18444 -3.94394 0.49 0.12 0.09
H -1.11033 0.73946 -4.28136 0.07 -0.31 0.04
C 0.55900 2.90806 -2.94485 -0.43 0.90 0.29
C 0.66122 3.89786 -3.95642 -0.22 -0.61 0.47
H 1.39151 3.74554 -4.75037 -0.31 0.17 0.00
C -0.18166 5.00156 -3.91566 0.06 0.00 0.17
H -0.13779 5.74325 -4.71002 -0.01 -0.13 0.20
C -1.08413 5.15170 -2.85678 0.09 -0.02 -0.20
H -1.75767 6.01108 -2.84794 0.22 -0.28 0.03
C -1.11963 4.23037 -1.80919 0.14 -0.18 0.23
H -1.79736 4.38948 -0.96699 0.27 -0.05 -0.27
C -0.28561 3.11059 -1.82617 0.11 0.06 -0.51
H -0.23850 2.42087 -0.97444 -0.17 0.28 -0.34
V 0.04848 -0.46255 3.05379 -1.90 -2.47 0.65
C -1.82452 -1.35229 2.40413 0.44 0.24 0.22
C -2.11244 -1.37820 1.10020 -0.43 -0.24 -0.15
H -2.49765 -1.79789 3.15005 0.26 0.17 -0.34
C -1.14118 -0.68722 0.15282 -1.28 -0.52 -0.52
O -1.90114 0.37044 -0.47942 0.82 -0.01 -0.45
H -1.34664 0.84732 -1.13247 -0.38 -0.55 0.46
C -0.05786 -0.21825 0.99582 1.22 0.79 2.91
H -0.75940 -1.40711 -0.59379 -0.03 0.28 -0.07
C 0.88418 0.37147 1.65349 1.19 1.43 -3.89
Cl -0.70424 -1.58953 4.99889 0.51 -0.05 0.10
Cl 1.77166 0.45438 4.35033 -0.10 -0.16 -0.39
P 1.41683 -2.44241 2.58311 0.03 -0.36 0.65
C 2.33820 -2.97583 4.04807 0.01 -0.15 -0.04
H 1.62468 -3.30557 4.80894 0.16 0.06 -0.09
H 2.89807 -2.12074 4.44277 -0.11 -0.20 -0.10
H 3.01723 -3.78881 3.76545 -0.11 0.10 0.18
C 0.41856 -3.86402 2.06432 -0.01 -0.29 -0.03
H -0.03065 -3.66694 1.08357 0.11 -0.02 0.15
H -0.38673 -4.02113 2.78887 0.17 0.00 -0.05
H 1.05248 -4.75750 2.00507 -0.20 0.10 -0.01
C 2.68885 -2.33369 1.29122 0.10 0.17 -0.17
H 3.18748 -1.35963 1.34159 0.00 -0.19 0.02
H 2.23228 -2.44302 0.29998 0.08 0.03 0.16
H 3.42757 -3.13064 1.44694 -0.17 0.19 -0.13
P -3.64843 -2.11276 0.48285 1.58 0.87 0.34
C -4.31719 -3.18017 1.74587 -0.39 -0.31 -0.01
C -3.23892 -3.03559 -0.99956 -0.34 -0.34 -0.22
H -4.51932 -2.61681 2.66555 0.03 -0.10 -0.29
H -3.62704 -4.00341 1.97457 -0.14 0.27 -0.12
H -5.25918 -3.59392 1.35899 0.18 0.03 0.21
H -2.87739 -2.36392 -1.79045 -0.15 -0.09 0.27
H -4.15576 -3.53880 -1.33727 0.31 0.03 -0.12
H -2.46696 -3.78805 -0.78651 -0.26 0.19 0.02
C -4.77619 -0.79203 0.06793 -0.49 -0.11 -0.14
H -4.97618 -0.18217 0.95802 0.04 -0.21 -0.19
H -5.70728 -1.24733 -0.29406 0.07 0.31 0.02
H -4.32038 -0.15803 -0.70270 -0.12 -0.23 0.21
H 1.71359 1.03753 1.45981 0.11 0.07 0.22
C -0.92208 3.36970 6.17961 0.29 -0.29 0.06
C -1.62134 3.31926 4.80193 -0.29 0.96 0.48
C -1.30762 2.13186 4.05915 0.31 -1.88 -1.01
N -1.05391 1.15243 3.49410 -1.13 2.64 1.42
H -1.02303 2.41130 6.70381 0.03 0.26 -0.13
H -1.35553 4.15238 6.80949 0.00 -0.12 -0.29
H 0.14536 3.58325 6.04789 -0.26 -0.13 0.08
H -2.71356 3.36700 4.91777 0.23 -0.07 -0.08
H -1.31913 4.18582 4.19706 -0.14 -0.19 0.07
```
Positions in Å, forces in eV/Å.

Mulliken atomic charge list, values in e, 5 entries: number 1, P, carries 0.028; number 2, C, carries 0.719; number 3, C, carries -0.204; number 4, H, carries 0.449; number 5, C, carries -0.683